Molecular formula: C9H14ClI2NOPSSn
Method: DFT, ωB97M-V with the def2-TZVPD basis set

Geometry as XYZ:
```
31
Properties=species:S:1:pos:R:3:forces:R:3
I -3.4773 -1.6530 2.0207 -1.6 0.3 -1.2
I -5.0914 -0.7272 -0.3593 0.4 -0.5 1.7
Sn -1.0225 -0.3218 1.2839 0.9 1.8 -0.8
P 0.2614 -2.4115 -0.9098 1.4 -2.4 -4.7
C -0.6341 -3.8801 -1.4667 -0.8 -0.2 0.4
C 0.9853 -1.8167 -2.4553 0.0 0.6 -0.2
H 2.5608 -2.6164 -0.0081 -0.4 0.2 0.1
H 2.0443 -4.0258 -0.9245 -0.9 0.6 -0.3
H 1.4801 -3.8410 0.7096 -0.1 0.3 0.0
C 1.6980 -3.2634 -0.1955 1.2 -0.2 2.1
H 1.6607 -0.9814 -2.2360 -0.1 -0.1 -0.2
H 1.5481 -2.6527 -2.9020 -0.2 0.3 0.2
H 0.0771 -4.5488 -1.9478 0.2 0.1 0.0
H -1.4118 -3.6391 -2.1867 -0.2 0.0 0.0
H 0.1823 -1.5018 -3.1350 0.3 0.0 0.0
H -1.0449 -4.4352 -0.6191 -0.2 0.1 -0.1
C -1.2258 -1.2880 -0.9213 -2.6 1.0 1.9
O -2.2881 -1.0130 -1.3801 3.5 -1.2 -0.2
Cl 1.4069 -0.1930 0.7555 -0.5 -0.5 0.3
S -1.1599 1.6675 -0.3733 -0.9 -0.9 0.0
C -0.4367 2.8474 0.6500 1.6 0.5 -0.1
N 0.6970 3.4985 0.2125 -0.9 0.3 0.7
C 1.3247 4.4531 0.9586 -0.8 -1.0 -0.1
C 0.8781 4.6892 2.2406 -0.5 -0.6 -0.5
C -0.2301 3.9955 2.7376 0.5 0.6 -0.8
C -0.8982 3.1048 1.9154 0.3 0.2 0.4
H 0.9895 3.3294 -0.7427 0.2 0.0 0.0
H 2.1596 4.9504 0.5069 0.2 0.2 -0.2
H 1.3555 5.4335 2.8142 0.5 0.7 0.6
H -0.6104 4.2385 3.7054 -0.1 0.0 0.6
H -1.7782 2.6024 2.2521 -0.5 -0.1 0.2
```
Forces are in eV/Å.

As for the spin multiplicity: 1. The value obtained for the HOMO energy (alpha / beta) is -18.3 / -18.4 eV. The total energy is -67745.411 eV. Its maximum force is 5.44 eV/A. Its relative energy (zero: lowest compared OMol25 entry of this formula, charge and spin) is 160.4 kJ/mol. As for the net charge: +3.

Here are the Mulliken charges for atoms 1 to 6, given in e: 0.12, 0.32, 0.71, 0.92, -1.33, -1.15

=====

Molecular formula: C4H18O6S
Method: DFT, ωB97M-V with the def2-TZVPD basis set

Geometry as XYZ:
```
29
Properties=species:S:1:pos:R:3:forces:R:3
O -1.7879 -1.2213 -0.5965 -0.2 0.5 -0.1
C -2.2134 -0.0797 -0.5174 0.2 -0.3 -0.1
C -1.3517 1.1539 -0.5218 -0.1 -0.2 -0.1
C 0.0118 0.9632 0.1219 0.0 0.0 -0.2
C 0.8440 2.2328 0.0420 -0.2 -0.2 0.3
S 2.4813 2.0512 0.8021 0.2 0.0 -0.2
H -3.3017 0.0624 -0.5250 0.0 0.1 0.0
H -1.8999 1.9907 -0.0894 -0.1 -0.1 0.1
H -1.2123 1.3891 -1.5875 0.0 0.0 0.0
H -0.0973 0.6323 1.1545 -0.1 0.1 0.1
H 0.5373 0.1820 -0.4147 0.1 -0.1 0.0
H 0.3009 3.0644 0.4968 0.2 0.0 0.0
H 1.0475 2.4599 -1.0037 0.0 0.1 0.0
H 2.1152 1.5963 2.0070 -0.2 0.0 0.0
O 0.4875 -2.3444 0.0060 -0.2 -0.4 -0.4
H 0.4187 -3.2783 -0.2608 0.0 0.5 0.2
H -0.3473 -1.9007 -0.3328 0.3 -0.2 0.1
O 1.1575 0.7874 -2.9483 0.2 0.1 -0.5
H 1.5710 0.7611 -3.8296 -0.3 0.0 0.6
H 1.5915 0.0600 -2.4516 0.0 0.1 -0.2
O 2.4322 -1.2269 -1.6453 -0.2 -0.3 0.8
H 1.7866 -1.6480 -1.0210 0.4 0.2 -0.5
H 3.0651 -0.8078 -1.0459 0.0 0.0 -0.2
O -2.5238 -0.2360 1.9656 -0.1 0.1 0.2
H -1.7205 -0.7716 2.1695 -0.4 0.2 0.2
H -2.7703 0.2470 2.7645 0.2 -0.2 -0.1
O -0.2738 -1.6856 2.5652 0.0 -0.4 0.2
H 0.1308 -1.9005 1.6946 -0.1 -0.2 0.4
H -0.4788 -2.5328 3.0016 0.2 0.5 -0.4
```
Forces are in eV/Å.

As for the spin multiplicity: 1. The value obtained for the HOMO energy is -9.0 eV. The total energy is -27561.042 eV. Its maximum force is 0.87 eV/A. As for the SMILES: O=CCCCS.O.O.O.O.O. As for the net charge: 0.

Here are the Mulliken charges for atoms 1 to 6, given in e: -0.65, -0.20, -0.57, 0.41, -0.84, -0.27

=====

Molecular formula: C26H74N4O9
Method: DFT, ωB97M-V with the def2-TZVPD basis set

Geometry as XYZ:
```
113
Properties=species:S:1:pos:R:3:forces:R:3
C -3.8790 -16.4371 -6.7102 -0.5 -1.5 0.1
C -4.5649 -17.0625 -5.4357 1.1 0.8 -0.1
O -4.7064 -16.0294 -4.5250 -1.1 1.9 1.3
H -3.4121 -17.2452 -7.2733 0.0 0.1 -0.4
H -3.0892 -15.7178 -6.4932 0.2 -0.3 0.7
H -4.5310 -15.8529 -7.3596 -0.5 -0.4 0.1
H -3.9648 -17.7615 -4.8531 0.6 -0.8 -1.0
H -5.5503 -17.5248 -5.4931 0.0 0.1 -0.9
H -3.8428 -15.6303 -4.3960 0.1 -0.1 0.4
C -0.7162 -19.6715 -3.2805 1.1 0.1 0.8
C -1.0924 -19.5392 -1.7609 -1.7 0.5 -2.2
O -2.4498 -18.9107 -1.7159 1.6 -0.2 0.5
H 0.3055 -20.0347 -3.3911 0.1 -0.4 0.3
H -0.6391 -18.7298 -3.8240 -0.6 0.3 0.3
H -1.3301 -20.3619 -3.8588 -0.3 0.1 0.3
H -0.4199 -18.8836 -1.2077 -0.2 0.1 -0.2
H -1.0962 -20.5195 -1.2843 -0.2 0.1 0.1
H -3.0844 -19.4965 -2.1352 0.1 -0.3 0.0
C 1.8781 -16.3589 0.1692 0.4 0.1 1.4
C 0.9757 -15.9522 -0.9359 0.9 0.7 -0.4
O 1.5677 -14.8831 -1.7115 -1.0 -1.0 -0.7
H 1.2570 -16.8049 0.9461 0.3 -0.8 -0.1
H 2.2544 -15.4877 0.7053 0.2 0.2 -0.2
H 2.7408 -16.9571 -0.1238 -0.2 -0.2 0.0
H 0.0413 -15.6563 -0.4590 -0.3 0.3 -0.4
H 0.8275 -16.8262 -1.5702 -0.3 0.3 -0.4
H 2.1018 -14.3204 -1.1460 0.2 -0.2 0.4
C 0.8028 -12.2921 -0.1488 0.3 -0.1 0.0
C 2.2196 -12.1072 0.3574 -2.6 2.1 0.3
O 2.9415 -13.1920 -0.0344 1.8 -1.0 0.5
H 0.8941 -12.5899 -1.1934 -0.5 0.3 -0.2
H 0.2066 -11.3933 0.0089 -0.1 -0.1 -0.1
H 0.3757 -13.1473 0.3751 -0.3 0.1 0.0
H 2.1402 -12.0308 1.4418 0.4 0.1 0.2
H 2.6280 -11.1745 -0.0317 0.2 0.2 0.0
H 3.5604 -13.2253 0.6988 0.8 -1.0 -0.4
C -3.5956 -7.3488 -3.8317 -0.7 0.3 0.4
C -3.1031 -7.2006 -2.4113 1.2 -0.6 -0.8
O -1.9848 -6.3244 -2.6097 0.2 0.3 1.0
H -4.4083 -8.0566 -3.9945 -0.2 0.3 0.1
H -2.7700 -7.6582 -4.4725 0.1 0.1 0.1
H -3.8373 -6.3078 -4.0464 -0.5 -0.3 -0.9
H -2.7209 -8.1584 -2.0580 -0.1 -0.1 0.5
H -3.7546 -6.7346 -1.6722 -0.5 -0.4 -0.3
H -2.1961 -5.5814 -2.0398 0.6 0.3 -0.1
C -2.9749 -15.3846 0.2087 -0.3 0.2 -0.5
C -3.3125 -14.9801 -1.2879 -1.9 -1.7 2.6
C -3.2077 -13.4860 -1.4762 1.3 1.0 0.6
O -3.7746 -12.7021 -0.3740 -1.0 -1.5 -0.7
C -3.4103 -11.3545 -0.4430 1.0 0.0 -1.3
N -2.6009 -15.8675 -2.2081 1.1 1.6 -0.3
H -3.0403 -16.4627 0.3553 0.1 -0.1 -0.4
H -3.6452 -14.9926 0.9736 0.0 0.5 -0.3
H -1.9606 -15.0818 0.4687 0.1 0.1 0.0
H -4.3660 -15.2307 -1.4114 -0.2 0.1 0.0
H -3.5359 -13.1905 -2.4727 -0.8 0.2 0.0
H -2.1510 -13.2186 -1.4692 0.6 0.0 0.0
H -3.7536 -10.6655 0.3287 -0.2 -0.9 0.5
H -3.7394 -10.8865 -1.3708 -0.2 0.0 -0.4
H -2.3224 -11.3917 -0.4992 0.4 0.8 0.3
H -1.6812 -15.9191 -1.7938 0.7 0.0 -0.4
H -2.8812 -16.8353 -2.1391 -0.7 -0.1 0.1
C -10.5400 -18.6204 -0.3512 -0.6 -0.5 0.0
C -10.6478 -17.2595 0.2992 0.9 -0.7 -1.0
C -9.4587 -16.3573 -0.2627 -1.2 -0.1 1.3
O -8.2015 -16.7198 0.3135 -0.2 -0.4 -0.7
C -7.2351 -15.6938 0.3892 -0.4 0.8 0.8
N -11.9226 -16.5858 0.1279 -0.6 0.6 0.2
H -10.6169 -18.5124 -1.4332 0.7 -0.5 -0.1
H -11.3301 -19.3091 -0.0522 -0.5 0.3 0.1
H -9.6870 -19.1082 0.1205 0.7 0.0 -1.0
H -10.4983 -17.5988 1.3242 0.0 1.4 0.6
H -9.7777 -15.3376 -0.0468 0.4 0.3 0.4
H -9.4468 -16.4031 -1.3517 0.2 -0.4 -0.2
H -7.5120 -15.0592 1.2310 -0.1 0.4 0.1
H -7.1318 -15.0477 -0.4826 -0.3 -0.2 -0.4
H -6.2337 -16.0356 0.6510 -0.2 -0.8 -0.2
H -12.7299 -17.1304 0.3959 0.3 -0.4 0.8
H -12.2129 -16.3716 -0.8155 0.9 0.2 -0.6
C -0.4610 -9.9155 -6.2699 0.2 -0.9 0.1
C -0.1120 -10.7250 -4.9835 2.4 3.4 -0.7
C 0.4101 -12.1426 -5.3121 -3.1 -2.2 -1.0
O -0.7615 -12.8573 -5.8423 0.8 0.8 -0.2
C -1.7150 -13.4806 -4.9965 0.9 -0.3 1.1
N 0.9806 -10.0270 -4.2604 -2.7 -1.7 0.3
H 0.4401 -9.6726 -6.8330 0.3 -0.2 0.2
H -0.9563 -8.9516 -6.1527 -0.3 -0.3 0.5
H -1.0112 -10.5957 -6.9201 -0.4 0.3 0.1
H -0.9278 -10.7935 -4.2639 -0.4 -0.4 0.3
H 0.7852 -12.7070 -4.4583 0.4 0.3 0.1
H 1.0463 -12.0758 -6.1946 0.3 0.0 0.4
H -1.9437 -12.9109 -4.0958 -0.1 0.8 0.0
H -1.2722 -14.3605 -4.5300 0.1 -0.5 -0.2
H -2.6498 -13.7619 -5.4815 0.4 0.4 -0.5
H 0.8670 -9.0453 -4.0522 0.4 0.6 -0.6
H 1.1584 -10.5496 -3.4147 0.8 0.0 0.3
C -3.4697 -19.3887 1.5939 0.5 0.4 1.4
C -4.6935 -20.3197 1.7023 0.8 1.9 -0.3
C -5.8298 -19.4816 2.2906 -0.1 -1.0 0.0
O -7.0475 -20.2621 2.3642 0.6 0.8 -0.2
C -8.0869 -19.4979 2.9346 -1.0 0.0 0.3
N -4.8761 -20.8050 0.3506 -0.6 -1.1 0.1
H -3.5341 -18.5996 0.8447 -0.3 -0.3 -0.3
H -2.5009 -19.8753 1.4816 -0.3 -0.5 -0.5
H -3.3209 -18.8643 2.5378 -0.2 0.2 0.3
H -4.4893 -21.0438 2.4911 0.1 -0.8 -0.7
H -5.9375 -18.5407 1.7511 -0.5 0.1 -0.3
H -5.4475 -19.2324 3.2804 -0.5 0.2 0.5
H -9.0027 -20.0396 3.1709 0.5 -1.3 0.3
H -8.5943 -18.8076 2.2607 1.0 0.9 -0.3
H -7.7615 -19.0573 3.8770 0.0 0.4 -0.1
H -5.6325 -21.4743 0.3427 -0.2 -0.3 -0.1
H -5.2326 -20.0418 -0.2067 0.1 0.3 -0.1
```
Forces are in eV/Å.

As for the spin multiplicity: 2. The value obtained for the HOMO energy (alpha / beta) is -10.3 / -10.3 eV. The total energy is -52534.444 eV. Its maximum force is 4.19 eV/A. Its relative energy (zero: lowest compared OMol25 entry of this formula, charge and spin) is 309.6 kJ/mol. As for the net charge: +1.

Here are the Mulliken charges for atoms 1 to 6, given in e: -0.79, -0.01, -0.41, 0.36, 0.09, 0.26

=====

Molecular formula: C10H20BFNO3S
Method: DFT, ωB97M-V with the def2-TZVPD basis set

Geometry as XYZ:
```
37
Properties=species:S:1:pos:R:3:forces:R:3
C 0.6225 0.1499 2.2172 0.2 0.0 -1.1
C -0.1550 -0.5195 0.9772 -0.7 0.6 -0.1
B -1.5022 -1.1232 1.5926 2.1 -1.2 -0.6
O -1.5532 -2.3699 2.2611 -0.3 2.6 -0.3
N -2.7592 -0.2844 1.4839 -0.9 0.5 -0.3
C -3.0533 0.6313 0.5943 -0.9 -0.3 0.5
C -4.4435 1.2801 0.9091 1.6 1.9 1.9
C -4.4024 1.0360 2.4830 0.2 -2.1 0.1
F -3.3372 1.7234 3.1021 -1.1 0.4 -0.8
C -3.8826 -0.4406 2.4705 -1.9 0.2 -0.6
H 1.4430 0.7687 1.7402 -0.7 -0.9 0.8
H 1.0153 -0.6775 2.8552 -0.2 1.0 -0.3
H -0.0209 0.8714 2.7840 0.4 -0.8 -0.3
H 0.4758 -1.2692 0.4369 -0.4 0.6 0.8
H -0.3340 0.3208 0.2438 0.1 -0.9 0.6
H -1.4429 -2.1865 3.2100 0.0 -0.6 -0.1
H -2.3673 0.9082 -0.2405 -0.6 -0.4 0.8
H -5.3502 0.9371 0.3590 0.9 -0.2 0.5
H -4.4418 2.4082 0.8673 0.4 -1.1 -0.8
H -5.3523 1.2120 3.0406 0.8 -0.1 -0.5
H -3.6739 -0.9688 3.4252 0.4 0.8 -0.8
H -4.6889 -1.0166 1.9427 0.7 0.1 0.6
C 2.9932 -0.0593 -3.8493 0.1 -0.1 -0.1
C 3.2461 -1.3193 -3.0163 -0.1 -0.1 -0.1
C 4.0405 -0.8976 -1.7766 0.0 -0.5 -0.1
S 3.5959 0.8071 -1.4529 0.1 0.0 -0.1
O 4.7605 1.6326 -1.6509 -0.3 -0.1 0.3
O 2.8052 0.8744 -0.2422 0.1 0.1 0.0
C 2.5173 1.0005 -2.8630 -0.2 0.0 -0.4
H 2.2575 -0.2340 -4.6350 0.1 0.0 0.0
H 3.9241 0.2627 -4.3236 -0.1 0.0 0.0
H 2.2888 -1.7523 -2.7112 0.0 0.0 0.0
H 3.7814 -2.0793 -3.5863 0.0 0.0 0.1
H 3.7888 -1.5057 -0.9090 0.1 0.2 0.1
H 5.1145 -0.9358 -1.9571 0.0 0.1 0.1
H 2.5937 2.0151 -3.2505 0.1 0.0 0.2
H 1.4968 0.8001 -2.5317 0.1 0.0 0.0
```
Forces are in eV/Å.

As for the spin multiplicity: 1. The value obtained for the HOMO energy is -12.6 eV. The total energy is -32549.740 eV. Its maximum force is 3.12 eV/A. As for the net charge: +1.

Here are the Mulliken charges for atoms 1 to 6, given in e: -1.03, 0.19, 0.27, -0.51, 0.19, 0.06